(1)
# C45H45ClNP2Sc

C45H45ClNP2Sc as an isolated structure at a distorted geometry (ωB97M-V/def2-TZVPD, the Open Molecules 2025 dataset).

```
95
Properties=species:S:1:pos:R:3:forces:R:3
Sc 0.89930 0.07953 -1.37617 -0.829 0.704 1.032
Cl 0.41707 0.08045 -3.63665 -0.500 0.002 0.103
P -0.21745 2.45877 -0.74994 -0.104 2.164 -0.673
P -0.19665 -2.32142 -0.77290 -0.186 -2.070 -0.658
C -0.18163 3.42316 0.81815 -0.012 0.040 0.839
C -1.69892 3.21840 -1.51811 -0.470 -0.401 -0.612
C 1.18228 3.22632 -1.72022 -0.037 -0.139 0.073
C 1.28864 -3.38550 -1.08737 0.124 0.100 -0.288
C -0.73281 -3.05255 0.83291 -0.328 0.074 0.662
C -1.41757 -2.97763 -1.98602 -0.467 0.260 -0.105
C 0.99540 3.98968 1.33335 -0.117 -0.167 -0.119
C 1.00821 4.59849 2.59063 0.110 0.148 0.050
C -0.15941 4.68890 3.34844 -0.060 -0.170 -0.056
C -1.35501 4.17685 2.83043 0.101 0.055 -0.220
C -1.36818 3.56985 1.57123 0.244 -0.155 0.083
H 1.90482 3.99246 0.73057 -0.223 -0.098 0.294
H 1.94588 5.02239 2.97383 -0.476 -0.173 -0.212
H -0.14344 5.16611 4.33227 -0.010 -0.157 -0.378
H -2.28604 4.26368 3.39797 0.329 0.026 -0.227
H -2.31734 3.21448 1.16464 0.240 0.012 0.126
C 2.49916 2.81602 -1.41376 -0.211 -0.052 -0.311
C 3.55830 3.22892 -2.23285 -0.221 -0.105 0.180
C 3.32347 4.06385 -3.32511 0.003 -0.249 0.275
C 2.03000 4.49458 -3.59994 -0.422 0.200 -0.012
C 0.95342 4.09666 -2.80615 0.074 -0.521 0.330
H 2.70685 2.21413 -0.50886 -0.101 0.319 -0.556
H 4.55694 2.87645 -1.99780 -0.009 0.176 -0.085
H 4.14825 4.38145 -3.95499 -0.107 -0.067 0.079
H 1.83504 5.15264 -4.44959 0.143 -0.187 0.275
H -0.06825 4.43277 -3.02220 0.552 -0.171 -0.017
C -2.12343 4.53714 -1.27461 -0.218 -0.064 -0.106
C -3.27989 5.03449 -1.88943 0.164 -0.202 0.013
C -4.00556 4.23664 -2.77870 0.266 -0.290 0.082
C -3.56291 2.93709 -3.05895 -0.060 0.172 -0.017
C -2.42172 2.43063 -2.43762 0.041 0.363 0.345
H -1.57069 5.18826 -0.59932 -0.093 -0.191 -0.118
H -3.61990 6.04835 -1.66507 0.184 -0.331 -0.097
H -4.91023 4.62117 -3.25462 0.319 -0.121 0.163
H -4.11323 2.31489 -3.76618 0.158 0.186 0.201
H -2.07155 1.42378 -2.66309 -0.151 0.139 -0.015
C -2.00479 -3.62013 1.03019 0.173 0.125 -0.196
C -2.34151 -4.21840 2.25188 -0.030 0.150 -0.148
C -1.41917 -4.26342 3.29224 0.200 0.257 0.099
C -0.14698 -3.69914 3.12192 -0.256 -0.084 -0.462
C 0.18815 -3.10728 1.89911 0.307 0.152 0.045
H -2.72610 -3.62667 0.20858 0.208 0.030 0.299
H -3.33818 -4.64542 2.38387 0.353 0.081 -0.078
H -1.67922 -4.72697 4.24396 0.038 0.050 -0.272
H 0.58825 -3.74951 3.92228 -0.109 -0.029 -0.169
H 1.20954 -2.72446 1.75068 -0.477 -0.104 0.115
C 2.22213 -2.89822 -2.01898 -0.068 0.110 0.289
C 3.44995 -3.53469 -2.18515 0.085 -0.135 -0.094
C 3.73954 -4.70551 -1.47246 -0.243 0.235 0.037
C 2.77038 -5.25015 -0.62173 0.088 -0.058 -0.185
C 1.54134 -4.61314 -0.45043 -0.122 0.273 0.154
H 1.97390 -2.02606 -2.65528 0.210 -0.445 0.345
H 4.17537 -3.10565 -2.87889 -0.178 -0.248 0.165
H 4.70649 -5.19854 -1.59186 -0.329 0.178 0.034
H 2.97358 -6.18238 -0.08484 -0.101 0.347 -0.275
H 0.77724 -5.07465 0.18966 0.451 0.296 -0.219
C -1.20702 -4.13761 -2.74989 -0.132 0.147 0.053
C -2.14653 -4.51742 -3.71976 0.096 0.209 0.246
C -3.30305 -3.76118 -3.92293 0.276 0.093 0.211
C -3.53013 -2.62326 -3.14142 0.068 -0.020 0.191
C -2.60075 -2.23055 -2.17525 0.335 -0.326 -0.227
H -0.31522 -4.75017 -2.58735 -0.303 0.271 -0.155
H -1.96113 -5.40480 -4.32236 -0.057 0.185 0.158
H -4.02148 -4.05436 -4.69029 0.217 0.099 0.263
H -4.43782 -2.03910 -3.28188 0.194 -0.122 0.011
H -2.77584 -1.34003 -1.56251 -0.022 -0.188 -0.275
H 3.52123 -0.05510 -3.53295 -0.540 -0.006 -0.284
H 2.81357 -0.04707 -3.83399 0.956 0.002 0.342
C -0.36080 -0.83963 4.72831 -0.006 -0.140 0.137
N -0.96684 -0.47315 3.41535 0.050 -0.015 -0.483
C -2.45050 -0.33660 3.53117 -0.067 -0.111 -0.050
C -0.31395 0.76737 2.79738 -0.200 -0.131 0.049
C 1.02229 0.41284 2.22129 0.967 0.022 0.181
C 2.12240 0.35266 3.09185 -0.540 0.019 -0.484
C 3.34398 -0.13247 2.62810 0.350 -0.088 0.258
C 3.51135 -0.48433 1.29806 -0.078 0.128 -0.728
C 2.45386 -0.26218 0.38747 0.626 -0.028 1.575
C 1.19976 0.15256 0.85183 0.061 -0.297 -1.562
H -0.36796 0.04402 5.37233 -0.016 -0.151 -0.103
H 0.66317 -1.19455 4.57562 -0.308 0.140 0.032
H -0.96439 -1.63384 5.18013 0.197 0.183 -0.132
H -0.76932 -1.25066 2.75263 -0.120 0.223 0.358
H -2.67407 0.51714 4.17764 0.013 -0.165 -0.136
H -2.87712 -0.19061 2.53162 0.153 0.028 0.293
H -2.84500 -1.26392 3.96595 0.084 0.328 -0.121
H -0.97920 1.14726 2.02120 -0.016 -0.236 0.181
H -0.23939 1.51369 3.59749 -0.080 -0.127 -0.175
H 2.00124 0.68641 4.12844 0.211 -0.191 -0.346
H 4.17040 -0.22648 3.33376 -0.147 -0.016 -0.299
H 4.44637 -0.88616 0.91915 0.027 0.097 0.263
H 2.74677 -0.45064 -0.69919 -0.092 -0.052 0.952
```
Forces are in eV/Å.

Properties
HOMO level = -13.5 eV
Net charge = +2
Energy relative to the best compared isomer or geometry (same formula, charge and spin) = 0.0000 eV
Spin multiplicity = 1
Kohn-Sham gap = 7.86 eV
E = -100673.57510 eV
Molecular weight = 742.22 g mol⁻¹

(2)
# C45H45CsN9O2P2S2

C45H45CsN9O2P2S2 as an isolated structure at a distorted geometry (ωB97M-V/def2-TZVPD, the Open Molecules 2025 dataset).

```
106
Properties=species:S:1:pos:R:3:forces:R:3
Cs -0.18569 -0.27780 1.43297 0.575 -1.088 -0.069
N -0.16043 -3.17512 -2.65131 -0.120 0.097 0.145
C -0.56209 -2.81102 -1.40779 0.017 0.050 -0.016
N -0.20640 -3.37299 -0.30864 -0.370 0.015 -0.007
C 0.68852 -4.42797 -0.37241 0.372 -0.135 0.288
N 1.32636 -4.85301 0.66025 -0.206 0.168 -0.024
N 1.02565 -4.15387 1.82702 0.195 -0.136 -0.132
C 2.04220 -3.57266 2.31599 -0.102 -0.114 -0.161
C 1.96820 -2.72864 3.51274 0.075 0.249 0.237
C 3.15945 -2.30937 4.10628 -0.184 -0.050 -0.088
C 3.10337 -1.46613 5.20048 -0.031 0.030 0.042
C 1.86233 -1.06776 5.66173 0.012 0.020 0.017
C 0.73393 -1.52805 4.99761 -0.071 0.109 0.006
N 0.76568 -2.33505 3.94606 0.099 -0.101 0.127
C 0.99229 -5.02140 -1.68252 0.026 -0.123 -0.199
C 1.72381 -6.20077 -1.82998 -0.068 0.081 -0.015
C 2.07394 -6.65514 -3.08543 0.008 -0.029 0.023
C 1.70740 -5.92475 -4.21501 -0.022 0.052 -0.047
C 0.97671 -4.76011 -4.09376 0.002 -0.009 0.052
C 0.60661 -4.31329 -2.82404 0.109 -0.103 0.031
H -0.24445 -2.47479 -3.37382 0.041 0.040 -0.054
H -1.23601 -1.96386 -1.37228 0.044 0.019 -0.060
H 3.01875 -3.64709 1.83332 -0.010 -0.045 -0.035
H 4.10659 -2.62509 3.68953 0.010 -0.012 -0.006
H 4.01049 -1.10579 5.66728 0.001 0.008 -0.003
H 1.75993 -0.38242 6.49147 0.008 0.009 -0.011
H -0.25132 -1.19366 5.30952 0.020 -0.027 0.017
H 2.02387 -6.72789 -0.93470 -0.001 -0.004 0.005
H 2.64428 -7.56823 -3.19444 0.003 0.000 0.006
H 1.99879 -6.27114 -5.19849 -0.006 0.007 -0.005
H 0.68861 -4.18548 -4.96510 0.001 -0.010 -0.014
S -0.15005 0.18799 -2.28339 0.002 0.176 0.040
P 1.32430 1.42858 -1.57775 -0.310 -0.216 -0.080
C 1.72483 1.32851 0.01175 0.425 0.433 -0.288
P 1.79375 2.48953 1.18023 -0.111 0.030 0.361
S 1.55104 1.88951 3.11917 0.187 0.216 -0.139
C 3.37210 3.42954 1.19256 0.089 -0.080 -0.009
C 3.64998 4.38153 2.16792 0.006 0.064 0.052
C 4.85115 5.07084 2.15344 0.026 0.057 0.038
C 5.80155 4.79666 1.17642 0.065 -0.001 -0.021
C 5.54684 3.82157 0.22346 0.081 0.047 -0.007
C 4.33616 3.14275 0.23502 -0.091 -0.051 -0.005
C 0.52910 3.82242 0.97205 0.030 0.045 0.064
C 0.83112 5.15608 0.72897 0.006 0.000 -0.009
C -0.17442 6.10955 0.62351 0.019 0.093 -0.021
C -1.49997 5.74523 0.76593 -0.113 0.039 0.011
C -1.81957 4.41082 0.98965 -0.064 0.005 -0.087
C -0.81830 3.46335 1.07567 0.077 -0.092 0.019
C 2.75018 0.97606 -2.63863 0.012 -0.023 0.033
C 3.60694 -0.01517 -2.16824 0.072 0.040 0.045
C 4.67652 -0.44398 -2.93632 0.057 -0.040 -0.017
C 4.91273 0.12354 -4.18310 0.041 -0.038 -0.017
C 4.06595 1.11571 -4.65431 0.004 0.022 -0.042
C 2.98689 1.53510 -3.88741 -0.014 -0.030 -0.136
C 0.91321 3.10735 -2.20002 0.077 0.030 0.000
C 1.91733 4.07329 -2.24524 -0.007 0.025 -0.077
C 1.63577 5.37116 -2.63618 0.044 0.051 0.005
C 0.33364 5.73163 -2.95462 0.010 0.101 -0.016
C -0.67425 4.78365 -2.89126 -0.087 0.008 -0.040
C -0.38396 3.47496 -2.53230 0.003 -0.039 0.078
H 2.91860 4.56523 2.94632 -0.003 -0.002 -0.008
H 5.05325 5.81917 2.91161 0.006 -0.005 -0.010
H 6.74356 5.33332 1.16961 -0.007 -0.005 -0.003
H 6.28832 3.58382 -0.53072 0.013 0.016 0.015
H 4.12580 2.36138 -0.48873 -0.028 0.015 -0.005
H 1.86022 5.46623 0.61140 0.032 -0.006 0.003
H 0.08928 7.14245 0.42406 -0.011 -0.009 -0.001
H -2.28409 6.49031 0.69190 0.009 -0.008 -0.004
H -2.85375 4.10054 1.08229 -0.003 0.017 0.006
H -1.10399 2.42828 1.22749 0.072 0.110 0.052
H 3.43050 -0.42168 -1.17833 -0.026 0.011 -0.001
H 5.33352 -1.21837 -2.55692 0.011 0.005 -0.019
H 5.75492 -0.20565 -4.78075 -0.003 0.007 0.000
H 4.24003 1.56924 -5.62357 0.025 -0.020 0.001
H 2.32342 2.30007 -4.27326 0.001 -0.026 0.023
H 2.93209 3.81048 -1.97473 0.028 -0.032 0.020
H 2.43267 6.10566 -2.67034 -0.021 0.005 -0.006
H 0.10444 6.75277 -3.23733 0.005 -0.008 -0.006
H -1.69612 5.05938 -3.12551 0.009 0.016 0.005
H -1.16130 2.72143 -2.49978 0.005 -0.004 0.001
N -2.38360 -2.48744 2.02199 -0.098 -0.031 -0.049
C -3.63140 -1.94328 2.49246 -0.081 0.053 0.067
C -4.85706 -2.86697 2.36658 0.041 -0.040 -0.015
C -5.11909 -3.44062 0.97364 0.042 -0.041 -0.031
C -5.54982 -2.38685 -0.04802 0.131 -0.019 -0.007
N -6.59217 -1.54376 0.49537 -0.127 -0.025 -0.011
C -7.81955 -1.77530 0.26136 -0.080 0.048 0.020
N -8.78345 -0.87662 0.68770 -0.107 -0.103 -0.011
N -8.34773 -2.86662 -0.40182 -0.041 -0.042 -0.119
C -3.78078 -0.49594 1.96911 -0.015 0.118 -0.049
O -5.00202 0.04268 1.90604 0.177 0.121 0.214
O -2.81058 0.18064 1.73427 -1.148 0.039 0.182
H -2.37058 -2.71732 1.03726 0.073 -0.038 -0.002
H -2.04827 -3.28322 2.54676 0.085 0.044 0.029
H -3.50468 -1.76027 3.56858 -0.032 -0.010 -0.023
H -5.74920 -2.35846 2.73826 -0.032 -0.013 -0.003
H -4.68669 -3.70035 3.05347 0.037 -0.011 -0.042
H -5.89433 -4.20893 1.05429 -0.039 0.046 0.009
H -4.22481 -3.94944 0.60292 0.003 0.001 0.031
H -5.82011 -2.86352 -1.00207 -0.013 0.016 0.095
H -4.70491 -1.73597 -0.29104 0.027 0.004 0.033
H -5.72831 -0.58397 1.65620 0.130 -0.107 -0.220
H -8.40599 -0.14970 1.27451 0.010 0.036 0.001
H -9.62700 -1.29343 1.05175 0.032 0.020 0.002
H -7.68041 -3.44838 -0.88400 -0.027 0.037 0.060
H -9.16075 -2.65851 -0.95972 -0.026 -0.024 -0.009
```
Forces are in eV/Å.

Properties
HOMO level = -3.4 eV
Net charge = -1
Energy relative to the best compared isomer or geometry (same formula, charge and spin) = 1.8298 eV
Spin multiplicity = 1
Kohn-Sham gap = 5.08 eV
E = -105700.72852 eV
Molecular weight = 1002.90 g mol⁻¹

Question: What is the formula in the first record?
Answer: C45H45ClNP2Sc

Question: Which of these has the highest Kohn-Sham gap?
Answer: C45H45ClNP2Sc

Question: What is the HOMO level in the first record?
Answer: -13.5 eV